{"formula": "C5H9NO", "method": "ωB97M-V/def2-TZVPD", "species": ["C", "C", "C", "N", "C", "C", "O", "H", "H", "H", "H", "H", "H", "H", "H", "H"], "positions_angstrom": [[1.594, 0.933, 0.215], [0.378, 0.086, 0.029], [-0.985, 0.767, -0.040], [-1.848, -0.286, -0.508], [0.305, -1.285, 0.663], [0.312, -0.915, -1.013], [0.616, -1.359, -2.075], [2.500, 0.336, 0.082], [1.607, 1.341, 1.229], [1.617, 1.758, -0.503], [-1.299, 1.189, 0.917], [-0.982, 1.561, -0.786], [-1.950, -0.899, 0.314], [-2.659, 0.019, -1.028], [1.182, -1.814, 1.008], [-0.388, -1.432, 1.493]], "forces_ev_per_angstrom": [[0.33, 0.40, -0.03], [0.35, 1.40, -0.42], [0.40, 0.28, -0.03], [-0.19, -0.54, 0.59], [-0.10, -0.67, -0.68], [0.55, -1.89, 1.08], [-0.47, 0.43, 1.03], [-0.07, 0.08, 0.02], [0.02, 0.04, -0.02], [0.05, 0.00, 0.08], [0.11, 0.14, 0.18], [0.29, 0.14, 0.04], [-1.03, 0.10, -1.32], [-0.21, -0.27, 0.63], [0.72, 0.43, -0.54], [-0.76, -0.07, -0.61]], "energy_ev": -8865.6151, "orbital_gap_ha": 0.331, "max_force_ev_per_a": 2.246, "smiles": "C[C@]1(CN)CC1=O", "e_lumo_ev": 0.84}

{"formula": "C4H4N4", "method": "ωB97M-V/def2-TZVPD", "species": ["N", "C", "C", "N", "N", "C", "C", "N", "H", "H", "H", "H"], "positions_angstrom": [[0.632, 2.924, 1.151], [0.103, 1.951, 0.921], [-0.367, 0.688, 0.549], [-1.565, 0.190, 0.904], [-1.567, -1.001, 0.399], [-0.475, -1.331, -0.324], [0.359, -0.185, -0.236], [1.495, 0.071, -1.038], [-2.453, -1.557, 0.484], [-0.421, -2.161, -1.011], [2.275, -0.639, -0.851], [1.984, 1.051, -0.950]], "forces_ev_per_angstrom": [[1.03, 2.17, 0.54], [-0.70, -1.00, -0.19], [-0.90, -0.23, 0.31], [0.51, 1.06, 0.72], [-1.94, -2.07, -0.48], [1.01, 1.51, -0.35], [-0.17, -1.50, -1.40], [2.99, 0.51, 0.84], [1.55, 0.79, -0.09], [-0.03, -0.12, 0.37], [-1.61, 1.36, -0.44], [-1.76, -2.46, 0.18]], "energy_ev": -10171.8964, "orbital_gap_ha": 0.356, "max_force_ev_per_a": 3.150, "smiles": "N#Cc1n[nH]cc1N", "e_lumo_ev": 0.74}

{"formula": "C53H66N5O", "method": "ωB97M-V/def2-TZVPD", "species": ["C", "O", "C", "C", "C", "C", "C", "N", "C", "C", "C", "C", "C", "C", "C", "C", "C", "C", "C", "C", "N", "N", "C", "C", "C", "C", "C", "C", "C", "C", "C", "C", "C", "C", "C", "C", "C", "C", "H", "H", "H", "H", "H", "H", "H", "H", "H", "H", "H", "H", "H", "H", "H", "H", "H", "H", "H", "H", "H", "H", "H", "H", "H", "H", "H", "H", "H", "H", "H", "H", "H", "H", "H", "H", "H", "H", "H", "H", "H", "H", "H", "C", "N", "C", "C", "C", "C", "C", "C", "C", "C", "C", "C", "C", "C", "N", "C", "C", "C", "C", "C", "C", "H", "H", "H", "H", "H", "H", "H", "H", "H", "H", "H", "H", "H", "H", "H", "H", "H", "H", "H", "H", "H", "H", "H"], "positions_angstrom": [[-6.555, 0.509, 1.299], [-5.401, 0.655, 2.093], [-4.214, 0.893, 1.374], [-4.125, 0.972, -0.020], [-2.923, 1.210, -0.640], [-1.752, 1.430, 0.105], [-0.502, 1.830, -0.530], [0.240, 3.014, -0.272], [-0.150, 4.037, 0.674], [0.710, 4.333, 1.742], [2.021, 3.600, 1.914], [2.039, 2.816, 3.225], [3.210, 4.560, 1.839], [0.356, 5.307, 2.659], [-0.833, 5.989, 2.535], [-1.669, 5.711, 1.476], [-1.355, 4.746, 0.534], [-2.274, 4.535, -0.654], [-1.907, 5.461, -1.809], [-3.755, 4.693, -0.287], [1.322, 3.103, -1.016], [1.340, 2.020, -1.790], [2.398, 1.735, -2.737], [3.536, 1.015, -2.341], [3.660, 0.479, -0.928], [5.104, 0.487, -0.414], [3.064, -0.923, -0.815], [4.527, 0.761, -3.274], [4.431, 1.232, -4.566], [3.323, 1.958, -4.949], [2.299, 2.211, -4.053], [1.089, 2.993, -4.508], [0.350, 2.258, -5.627], [1.472, 4.408, -4.943], [0.197, 1.201, -1.579], [-0.121, 0.052, -2.226], [-1.844, 1.344, 1.501], [-3.040, 1.068, 2.113], [-7.402, 0.290, 1.951], [-6.757, 1.438, 0.762], [-6.426, -0.321, 0.604], [-5.015, 0.868, -0.614], [-2.886, 1.299, -1.712], [2.107, 2.883, 1.081], [1.211, 2.110, 3.284], [2.969, 2.261, 3.348], [1.949, 3.494, 4.073], [3.224, 5.116, 0.901], [3.164, 5.291, 2.647], [4.157, 4.029, 1.936], [1.016, 5.530, 3.480], [-1.107, 6.740, 3.260], [-2.583, 6.267, 1.374], [-2.123, 3.501, -0.998], [-0.874, 5.320, -2.128], [-2.551, 5.286, -2.671], [-2.026, 6.503, -1.513], [-4.028, 4.089, 0.580], [-3.988, 5.732, -0.053], [-4.403, 4.404, -1.114], [3.073, 1.158, -0.287], [5.568, 1.469, -0.518], [5.155, 0.196, 0.636], [5.716, -0.228, -0.965], [2.012, -0.942, -1.097], [3.590, -1.613, -1.474], [3.146, -1.309, 0.202], [5.396, 0.195, -2.987], [5.225, 1.044, -5.272], [3.252, 2.330, -5.957], [0.411, 3.074, -3.642], [0.053, 1.253, -5.324], [-0.544, 2.799, -5.939], [0.990, 2.155, -6.503], [1.981, 4.951, -4.146], [2.148, 4.375, -5.798], [0.596, 4.983, -5.244], [0.505, -0.335, -3.001], [-0.996, -0.501, -1.961], [-0.955, 1.499, 2.086], [-3.099, 0.989, 3.184], [-1.766, -7.546, -4.823], [-2.719, -7.298, -3.736], [-3.701, -8.361, -3.500], [-2.483, -6.272, -2.764], [-3.073, -4.999, -2.877], [-2.822, -4.013, -1.962], [-1.966, -4.245, -0.868], [-1.711, -3.219, 0.083], [-0.940, -3.409, 1.208], [-0.667, -2.458, 2.166], [0.161, -2.698, 3.299], [0.372, -1.688, 4.258], [1.185, -1.901, 5.339], [1.838, -3.133, 5.531], [2.700, -3.356, 6.655], [2.211, -3.998, 7.879], [4.153, -3.180, 6.557], [1.621, -4.146, 4.583], [0.809, -3.935, 3.505], [-1.385, -5.526, -0.755], [-1.634, -6.506, -1.672], [-1.000, -6.774, -4.835], [-1.279, -8.510, -4.694], [-2.279, -7.538, -5.783], [-4.271, -8.151, -2.597], [-4.392, -8.428, -4.337], [-3.205, -9.321, -3.377], [-3.734, -4.812, -3.704], [-3.285, -3.045, -2.060], [-2.143, -2.246, -0.069], [-0.532, -4.386, 1.360], [-1.105, -1.484, 2.041], [-0.121, -0.740, 4.127], [1.339, -1.121, 6.063], [1.139, -4.171, 7.808], [2.704, -4.954, 8.032], [2.402, -3.362, 8.741], [4.420, -2.790, 5.577], [4.501, -2.481, 7.314], [4.663, -4.130, 6.699], [2.109, -5.097, 4.712], [0.670, -4.732, 2.799], [-0.724, -5.744, 0.062], [-1.175, -7.472, -1.564]], "forces_ev_per_angstrom": [[-0.26, -0.02, -0.10], [1.84, 0.29, -0.65], [-0.60, -0.12, 0.52], [-0.83, -0.31, 0.56], [0.97, 0.22, 0.33], [-0.26, 0.19, 0.26], [1.54, 1.83, 0.10], [-0.87, -1.89, -1.00], [0.37, 0.77, 0.53], [0.32, -0.59, -0.49], [0.22, -0.47, -0.29], [-0.01, 0.08, 0.12], [-0.02, 0.07, -0.04], [-0.11, 0.00, 0.02], [0.02, 0.06, 0.10], [0.00, -0.03, 0.01], [0.07, -0.40, -0.69], [-0.22, -0.55, -0.13], [0.12, 0.14, -0.03], [0.13, 0.02, 0.06], [-0.43, 1.03, 0.67], [-1.18, -1.13, 0.20], [0.48, 0.42, -0.24], [-0.48, -0.12, 0.50], [0.02, 0.32, 0.48], [-0.04, 0.04, -0.12], [-0.15, -0.10, -0.06], [-0.01, 0.00, 0.05], [0.02, 0.04, -0.10], [0.08, -0.10, 0.00], [-0.67, 0.16, 0.47], [-0.45, 0.15, 0.31], [0.03, -0.11, -0.05], [0.09, 0.03, 0.01], [0.27, -0.24, -0.20], [0.37, -0.10, -0.37], [0.09, -0.05, -0.76], [-0.87, -0.21, 0.39], [0.24, 0.05, 0.09], [-0.11, -0.05, -0.15], [-0.14, 0.00, -0.15], [-0.11, -0.04, -0.20], [0.03, -0.03, -0.26], [0.15, 0.27, 0.47], [-0.08, -0.07, -0.04], [0.06, -0.02, -0.08], [0.01, 0.02, 0.11], [-0.05, -0.07, -0.05], [0.00, 0.05, 0.09], [-0.02, -0.09, -0.02], [0.15, 0.01, 0.13], [-0.02, 0.10, 0.05], [-0.21, 0.08, -0.03], [-0.14, 0.52, 0.02], [0.07, -0.02, 0.02], [-0.05, -0.06, 0.00], [0.01, 0.10, 0.02], [0.05, -0.06, 0.02], [-0.05, 0.04, -0.02], [0.09, -0.05, -0.10], [0.16, -0.23, -0.07], [-0.04, 0.02, -0.01], [-0.13, 0.01, 0.01], [0.05, -0.05, 0.00], [-0.06, 0.07, -0.04], [0.11, -0.06, -0.07], [0.08, 0.06, 0.11], [0.15, -0.08, 0.08], [0.08, -0.04, -0.08], [-0.05, 0.08, -0.16], [0.12, 0.02, -0.35], [-0.02, 0.02, 0.09], [-0.01, 0.06, 0.07], [0.05, 0.02, -0.09], [-0.02, -0.02, 0.05], [0.04, 0.01, -0.08], [-0.06, -0.05, 0.03], [0.26, -0.16, -0.31], [-0.40, -0.08, 0.13], [0.22, 0.09, 0.22], [-0.05, 0.04, 0.31], [-0.34, 0.37, 0.71], [-0.24, 0.57, 0.07], [0.50, 0.70, 0.15], [0.00, -0.46, -0.43], [0.02, -0.71, -0.35], [0.24, 0.19, 0.48], [-0.07, -0.27, -0.25], [0.16, -0.11, 0.19], [0.07, -0.09, 0.17], [-0.01, -0.32, -0.23], [0.24, -0.06, 0.35], [-0.23, -0.19, -0.50], [0.47, -0.39, 0.47], [0.41, -0.13, 0.50], [-0.34, 0.37, -0.28], [0.02, 0.34, -0.82], [-0.88, -0.04, -0.22], [0.18, 0.20, 0.38], [-0.27, 0.23, -0.27], [-0.01, 0.39, 0.20], [-0.22, -0.14, -0.36], [0.00, 0.05, -0.01], [0.16, -0.24, -0.02], [-0.05, -0.02, -0.17], [-0.04, 0.04, 0.02], [-0.12, -0.05, -0.12], [0.07, -0.28, 0.05], [-0.14, 0.01, -0.23], [-0.09, 0.21, -0.08], [-0.24, 0.40, -0.18], [0.16, -0.27, 0.03], [-0.12, 0.49, 0.02], [-0.10, 0.27, -0.02], [0.06, 0.16, 0.18], [-0.03, 0.02, 0.00], [0.08, -0.24, 0.09], [0.02, 0.06, 0.18], [-0.01, 0.03, -0.03], [0.11, 0.11, 0.12], [0.18, -0.20, 0.02], [0.11, -0.17, 0.07], [0.04, -0.22, -0.12], [0.17, -0.11, 0.14], [0.09, -0.22, -0.02]], "energy_ev": -65520.5331, "total_charge": 1, "orbital_gap_ha": 0.105, "max_force_ev_per_a": 2.389, "e_lumo_ev": -5.13}